The following is a DFT calculation (ωB97M-V with the def2-TZVPD basis set) of a 12-piece molecular cluster, C23H16Cl45I2NO3 overall.

Its highest occupied orbital energy is -9.73 eV. As for the SMILES: CCCC[C@@]1(CC(=O)Cl)C[C@](I)(CC(=O)I)NC1=O.ClC(Cl)(Cl)Cl.ClC(Cl)(Cl)Cl.ClC(Cl)(Cl)Cl.ClC(Cl)(Cl)Cl.ClC(Cl)(Cl)Cl.ClC(Cl)(Cl)Cl.ClC(Cl)(Cl)Cl.ClC(Cl)(Cl)Cl.ClC(Cl)(Cl)Cl.ClC(Cl)(Cl)Cl.ClC(Cl)(Cl)Cl. The maximum force comes out at 5.4 eV/Å. As for the charge: 0.

Atoms and positions in Å:
C 5.325 3.354 0.217
C 3.840 3.059 -0.310
C 2.954 4.362 -0.601
C 1.786 4.141 -1.674
C 0.561 3.231 -1.179
C 0.740 1.643 -1.019
C 0.439 0.819 -2.349
O 0.759 1.177 -3.495
Cl -0.426 -0.828 -2.166
C -0.226 3.627 0.180
C -1.820 3.380 -0.119
I -2.842 5.316 -0.106
C -2.444 2.268 0.847
C -4.013 2.014 0.678
O -4.658 1.668 1.707
I -5.148 2.155 -1.169
N -1.830 3.034 -1.592
C -0.622 3.604 -2.222
O -0.584 4.194 -3.330
H 5.834 4.123 -0.450
H 5.908 2.361 0.113
H 5.314 3.620 1.327
H 3.274 2.455 0.498
H 3.902 2.395 -1.236
H 3.674 5.154 -1.044
H 2.550 4.835 0.366
H 2.177 3.650 -2.645
H 1.361 5.162 -2.010
H -0.033 1.299 -0.236
H 1.751 1.300 -0.626
H -0.135 4.764 0.294
H 0.120 3.086 1.138
H -1.937 1.234 0.749
H -2.214 2.608 1.925
H -2.595 3.475 -2.145
Cl 2.486 3.933 3.647
C 2.907 5.233 4.784
Cl 1.438 5.798 5.607
Cl 4.061 4.617 5.985
Cl 3.643 6.581 3.892
Cl 1.738 0.723 2.720
C 1.108 -0.901 2.366
Cl 0.946 -1.124 0.608
Cl 2.226 -2.118 3.015
Cl -0.484 -1.089 3.131
Cl 1.948 -3.790 -0.852
C 3.185 -4.912 -0.244
Cl 4.766 -4.474 -0.925
Cl 3.254 -4.813 1.528
Cl 2.769 -6.570 -0.729
Cl -2.358 -2.314 -5.184
C -2.148 -0.904 -6.247
Cl -1.395 0.420 -5.337
Cl -1.107 -1.346 -7.617
Cl -3.734 -0.379 -6.853
Cl 0.325 0.295 5.686
C -0.147 0.211 7.397
Cl 0.507 -1.276 8.118
Cl 0.500 1.622 8.261
Cl -1.919 0.201 7.521
Cl -1.431 7.089 -3.831
C -1.150 7.518 -5.531
Cl -2.200 8.879 -5.981
Cl 0.550 7.983 -5.752
Cl -1.520 6.119 -6.562
Cl -3.520 -2.839 -0.603
C -2.793 -4.268 -1.369
Cl -3.528 -5.739 -0.698
Cl -3.082 -4.214 -3.122
Cl -1.044 -4.285 -1.049
Cl -7.568 -0.534 7.929
C -5.861 -0.823 7.532
Cl -5.195 -2.048 8.633
Cl -5.731 -1.398 5.857
Cl -4.948 0.691 7.711
Cl 3.854 -4.126 4.753
C 5.092 -5.247 5.361
Cl 6.673 -4.807 4.682
Cl 5.160 -5.147 7.133
Cl 4.678 -6.904 4.876
Cl -0.705 -7.603 -4.502
C -0.493 -6.183 -5.548
Cl 0.258 -4.869 -4.617
Cl 0.552 -6.607 -6.920
Cl -2.078 -5.652 -6.151
Cl -3.371 -8.880 -4.799
C -3.845 -10.470 -4.166
Cl -2.789 -10.902 -2.804
Cl -5.532 -10.410 -3.612
Cl -3.686 -11.690 -5.448

Let us look at the Löwdin charges, expressed in e, one per atom: atom 1 (C): -0.12, atom 2 (C): -0.27, atom 3 (C): -0.20, atom 4 (C): -0.12, atom 5 (C): -0.28, atom 6 (C): -0.12, atom 7 (C): -0.63, atom 8 (O): -0.03, atom 9 (Cl): 0.53, atom 10 (C): -0.13, atom 11 (C): -0.76, atom 12 (I): 0.89, atom 13 (C): -0.17, atom 14 (C): -0.76, atom 15 (O): -0.07, atom 16 (I): 0.83, atom 17 (N): 0.00, atom 18 (C): -0.36, atom 19 (O): 0.01, atom 20 (H): 0.08, atom 21 (H): 0.08, atom 22 (H): 0.07, atom 23 (H): 0.08, atom 24 (H): 0.11, atom 25 (H): 0.12, atom 26 (H): 0.10, atom 27 (H): 0.14, atom 28 (H): 0.13, atom 29 (H): 0.07, atom 30 (H): 0.10, atom 31 (H): 0.08, atom 32 (H): 0.12, atom 33 (H): 0.13, atom 34 (H): 0.14, atom 35 (H): 0.05, atom 36 (Cl): 0.48, atom 37 (C): -2.03, atom 38 (Cl): 0.52, atom 39 (Cl): 0.52, atom 40 (Cl): 0.52, atom 41 (Cl): 0.50, atom 42 (C): -1.95, atom 43 (Cl): 0.51, atom 44 (Cl): 0.49, atom 45 (Cl): 0.51, atom 46 (Cl): 0.45, atom 47 (C): -1.99, atom 48 (Cl): 0.53, atom 49 (Cl): 0.48, atom 50 (Cl): 0.53, atom 51 (Cl): 0.44, atom 52 (C): -1.99, atom 53 (Cl): 0.56, atom 54 (Cl): 0.52, atom 55 (Cl): 0.52, atom 56 (Cl): 0.47, atom 57 (C): -2.00, atom 58 (Cl): 0.52, atom 59 (Cl): 0.52, atom 60 (Cl): 0.48, atom 61 (Cl): 0.52, atom 62 (C): -2.02, atom 63 (Cl): 0.51, atom 64 (Cl): 0.51, atom 65 (Cl): 0.52, atom 66 (Cl): 0.52, atom 67 (C): -1.99, atom 68 (Cl): 0.53, atom 69 (Cl): 0.47, atom 70 (Cl): 0.46, atom 71 (Cl): 0.52, atom 72 (C): -2.02, atom 73 (Cl): 0.52, atom 74 (Cl): 0.52, atom 75 (Cl): 0.48, atom 76 (Cl): 0.47, atom 77 (C): -2.02, atom 78 (Cl): 0.52, atom 79 (Cl): 0.52, atom 80 (Cl): 0.52, atom 81 (Cl): 0.48, atom 82 (C): -2.00, atom 83 (Cl): 0.50, atom 84 (Cl): 0.53, atom 85 (Cl): 0.49, atom 86 (Cl): 0.47, atom 87 (C): -2.02, atom 88 (Cl): 0.51, atom 89 (Cl): 0.51, atom 90 (Cl): 0.52

---

The following is a DFT calculation (ωB97M-V with the def2-TZVPD basis set) of a 2-piece molecular cluster, C23H16ClF2NO2S overall.

Its highest occupied orbital energy is -6.23 eV. The maximum force comes out at 2.6 eV/Å. As for the charge: 0. Its energy above the lowest of the compared OMol25 structures with the same formula, charge and spin is 3.4 kcal per mole.

Atoms and positions in Å:
F 0.769 -3.870 5.341
C 1.782 -3.800 4.411
C 2.412 -4.988 4.040
C 3.440 -4.909 3.085
C 3.818 -3.684 2.549
C 3.171 -2.475 2.929
C 3.590 -1.226 2.366
C 2.940 -0.011 2.554
C 3.475 1.234 2.227
C 2.900 2.453 2.751
C 1.498 2.537 2.927
C 0.947 3.700 3.450
F -0.419 3.772 3.600
C 1.713 4.803 3.826
C 3.104 4.712 3.669
C 3.689 3.564 3.140
C 2.130 -2.556 3.900
H 2.112 -5.935 4.485
H 3.950 -5.821 2.769
H 4.632 -3.621 1.823
H 4.496 -1.239 1.755
H 1.942 -0.028 2.998
H 4.484 1.273 1.810
H 0.858 1.700 2.652
H 1.231 5.694 4.226
H 3.734 5.551 3.972
H 4.774 3.489 3.035
H 1.629 -1.656 4.253
N 1.874 2.598 -9.872
C 2.076 2.324 -8.751
C 2.329 1.983 -7.374
C 1.382 1.267 -6.636
C 1.626 0.934 -5.301
C 2.824 1.318 -4.695
S 3.173 0.825 -2.969
C 2.731 2.152 -1.958
Cl 2.855 2.134 -0.329
O 2.285 -0.299 -2.753
O 4.607 0.625 -2.952
C 3.781 2.021 -5.429
C 3.531 2.355 -6.763
H 0.448 0.959 -7.108
H 0.887 0.363 -4.743
H 2.310 3.029 -2.434
H 4.727 2.300 -4.970
H 4.281 2.900 -7.336

Let us look at the natural (NBO) charges, expressed in e, one per atom: atom 1 (F): -0.33, atom 2 (C): 0.40, atom 3 (C): -0.25, atom 4 (C): -0.20, atom 5 (C): -0.16, atom 6 (C): -0.10, atom 7 (C): -0.05, atom 8 (C): -0.27, atom 9 (C): -0.03, atom 10 (C): -0.10, atom 11 (C): -0.24, atom 12 (C): 0.40, atom 13 (F): -0.33, atom 14 (C): -0.25, atom 15 (C): -0.19, atom 16 (C): -0.19, atom 17 (C): -0.24, atom 18 (H): 0.24, atom 19 (H): 0.23, atom 20 (H): 0.22, atom 21 (H): 0.22, atom 22 (H): 0.21, atom 23 (H): 0.23, atom 24 (H): 0.24, atom 25 (H): 0.24, atom 26 (H): 0.23, atom 27 (H): 0.22, atom 28 (H): 0.23, atom 29 (N): -0.30, atom 30 (C): 0.28, atom 31 (C): -0.17, atom 32 (C): -0.16, atom 33 (C): -0.22, atom 34 (C): -0.19, atom 35 (S): 2.12, atom 36 (C): -0.80, atom 37 (Cl): 0.12, atom 38 (O): -0.95, atom 39 (O): -0.95, atom 40 (C): -0.22, atom 41 (C): -0.15, atom 42 (H): 0.23, atom 43 (H): 0.25, atom 44 (H): 0.23, atom 45 (H): 0.25, atom 46 (H): 0.23

---

The following is a DFT calculation (ωB97M-V with the def2-TZVPD basis set) of one molecule with the formula C23H16N6O3S.

Its highest occupied orbital energy is -8.94 eV. As for the SMILES: O=S(=O)(Nc1cncc(-c2ccc3ncnc(Oc4cccnc4)c3n2)c1)c1ccccc1. The maximum force comes out at 3.4 eV/Å. As for the charge: 0.

Atoms and positions in Å:
O -1.914 -0.188 2.588
S -0.737 -0.739 3.230
O -0.262 0.020 4.384
N 0.593 -0.791 2.129
C 0.381 -0.988 0.772
C -0.444 -1.979 0.177
N -0.675 -1.958 -1.142
C -0.133 -1.020 -1.950
C 0.691 -0.031 -1.433
C 1.125 1.116 -2.254
C 1.081 1.109 -3.652
C 1.680 2.117 -4.384
C 2.161 3.251 -3.736
N 2.714 4.248 -4.432
C 3.165 5.295 -3.739
N 3.196 5.391 -2.437
C 2.656 4.412 -1.685
O 2.787 4.677 -0.294
C 1.899 4.101 0.593
C 0.514 4.466 0.601
C -0.330 3.853 1.529
C 0.167 2.837 2.334
N 1.451 2.465 2.324
C 2.308 3.107 1.500
C 2.162 3.269 -2.293
N 1.691 2.179 -1.618
C 1.016 -0.087 -0.063
C -0.952 -2.479 3.722
C -2.221 -3.014 3.994
C -2.367 -4.307 4.434
C -1.242 -5.119 4.544
C 0.013 -4.622 4.275
C 0.186 -3.289 3.820
H 1.180 0.012 2.347
H -0.888 -2.763 0.796
H -0.428 -1.039 -3.003
H 0.734 0.232 -4.224
H 1.680 2.156 -5.455
H 3.702 6.050 -4.346
H 0.101 5.247 -0.060
H -1.367 4.148 1.626
H -0.446 2.381 3.090
H 3.351 2.803 1.511
H 1.655 0.661 0.381
H -3.075 -2.347 3.914
H -3.381 -4.650 4.679
H -1.333 -6.141 4.879
H 0.912 -5.193 4.394
H 1.172 -2.927 3.561

Let us look at the natural (NBO) charges, expressed in e, one per atom: atom 1 (O): -0.92, atom 2 (S): 2.23, atom 3 (O): -0.92, atom 4 (N): -0.85, atom 5 (C): 0.12, atom 6 (C): 0.02, atom 7 (N): -0.40, atom 8 (C): 0.02, atom 9 (C): -0.10, atom 10 (C): 0.21, atom 11 (C): -0.20, atom 12 (C): -0.16, atom 13 (C): 0.16, atom 14 (N): -0.45, atom 15 (C): 0.26, atom 16 (N): -0.46, atom 17 (C): 0.55, atom 18 (O): -0.47, atom 19 (C): 0.26, atom 20 (C): -0.21, atom 21 (C): -0.24, atom 22 (C): 0.02, atom 23 (N): -0.44, atom 24 (C): 0.00, atom 25 (C): 0.02, atom 26 (N): -0.40, atom 27 (C): -0.17, atom 28 (C): -0.23, atom 29 (C): -0.22, atom 30 (C): -0.20, atom 31 (C): -0.19, atom 32 (C): -0.21, atom 33 (C): -0.21, atom 34 (H): 0.44, atom 35 (H): 0.21, atom 36 (H): 0.20, atom 37 (H): 0.23, atom 38 (H): 0.24, atom 39 (H): 0.19, atom 40 (H): 0.23, atom 41 (H): 0.23, atom 42 (H): 0.22, atom 43 (H): 0.21, atom 44 (H): 0.24, atom 45 (H): 0.24, atom 46 (H): 0.23, atom 47 (H): 0.22, atom 48 (H): 0.22, atom 49 (H): 0.24

---

The following is a DFT calculation (ωB97M-V with the def2-TZVPD basis set) of C23H16O6OsP as an isolated structure.

Its highest occupied orbital energy (spin up / spin down) is -15.65 / -18.00 eV. The multiplicity is 5. The maximum force comes out at 5.7 eV/Å. As for the charge: +3. Its energy above the lowest of the compared OMol25 structures with the same formula, charge and spin is 0.0 kcal per mole. The expectation value of S² is 6.0500.

Atoms and positions in Å:
O 1.873 3.780 1.170
C 2.113 3.241 0.178
Os 2.464 2.278 -1.565
O -0.381 3.061 -2.572
C 0.664 2.767 -2.187
C 2.576 0.910 -2.976
O 2.649 0.086 -3.786
C 4.273 1.379 -1.045
O 5.275 0.801 -1.249
C 3.282 3.725 -2.444
O 3.754 4.626 -3.004
H 3.763 1.777 0.004
O 1.276 0.133 -0.416
P -0.008 -0.365 0.209
C -0.085 0.084 1.945
C 0.151 -0.886 2.932
C 0.149 -0.520 4.282
C -0.041 0.817 4.651
C -0.230 1.793 3.664
C -0.245 1.432 2.315
C -1.465 0.236 -0.678
C -1.618 -0.185 -2.008
C -2.768 0.151 -2.723
C -3.755 0.948 -2.130
C -3.583 1.396 -0.817
C -2.449 1.033 -0.081
C -0.091 -2.150 0.057
C -1.235 -2.829 0.500
C -1.344 -4.201 0.268
C -0.315 -4.881 -0.396
C 0.830 -4.198 -0.824
C 0.949 -2.827 -0.596
H 0.323 -1.924 2.640
H 0.303 -1.287 5.043
H -0.035 1.099 5.707
H -0.361 2.841 3.943
H -0.390 2.197 1.548
H -0.839 -0.790 -2.477
H -2.888 -0.204 -3.748
H -4.648 1.223 -2.697
H -4.337 2.036 -0.356
H -2.341 1.364 0.952
H -2.033 -2.285 1.011
H -2.237 -4.728 0.607
H -0.409 -5.952 -0.583
H 1.634 -4.727 -1.339
H 1.832 -2.276 -0.927

Let us look at the natural (NBO) charges, expressed in e, one per atom: atom 1 (O): -0.40, atom 2 (C): 0.52, atom 3 (Os): -0.06, atom 4 (O): -0.37, atom 5 (C): 0.60, atom 6 (C): 0.58, atom 7 (O): -0.36, atom 8 (C): 0.26, atom 9 (O): -0.30, atom 10 (C): 0.59, atom 11 (O): -0.33, atom 12 (H): 0.24, atom 13 (O): -1.10, atom 14 (P): 1.90, atom 15 (C): -0.32, atom 16 (C): -0.18, atom 17 (C): 0.09, atom 18 (C): -0.12, atom 19 (C): -0.18, atom 20 (C): 0.04, atom 21 (C): -0.39, atom 22 (C): -0.20, atom 23 (C): -0.18, atom 24 (C): -0.12, atom 25 (C): -0.16, atom 26 (C): -0.23, atom 27 (C): -0.41, atom 28 (C): 0.10, atom 29 (C): -0.23, atom 30 (C): -0.09, atom 31 (C): 0.06, atom 32 (C): -0.16, atom 33 (H): 0.25, atom 34 (H): 0.27, atom 35 (H): 0.29, atom 36 (H): 0.28, atom 37 (H): 0.25, atom 38 (H): 0.23, atom 39 (H): 0.26, atom 40 (H): 0.27, atom 41 (H): 0.26, atom 42 (H): 0.21, atom 43 (H): 0.24, atom 44 (H): 0.28, atom 45 (H): 0.28, atom 46 (H): 0.27, atom 47 (H): 0.28